ORCA calculation (ωB97M-V/def2-TZVPD) on one molecule with the formula C8H11BN2O at a distorted geometry.

The total energy comes out at -520.82220 hartree. The SMILES is C=C1ON=C(C)[C@H]1N=C=BCC. The value obtained for the LUMO energy is -0.8 eV. Its largest force on an atom is 3.744 eV/A. As for the energy above the lowest of the compared OMol25 structures with the same formula, charge and spin: 109.78 kcal per mole.

Geometry as XYZ:
```
23
Properties=species:S:1:pos:R:3:nbo_charge:R:1
C -1.88 0.33 0.75 -0.48
C -1.48 0.24 -0.51 0.29
O -1.33 1.23 -1.44 -0.36
N -0.87 0.73 -2.68 -0.08
C -0.77 -0.54 -2.59 0.22
C -0.05 -1.23 -3.63 -0.66
C -1.02 -1.02 -1.20 -0.21
N 0.24 -1.51 -0.70 -0.32
C 0.72 -0.93 0.31 -0.23
B 1.18 -0.19 1.37 0.71
C 1.85 0.55 2.51 -0.82
C 1.03 1.68 3.20 -0.59
H -2.14 1.25 1.31 0.23
H -1.89 -0.63 1.20 0.21
H 0.71 -1.86 -3.29 0.25
H -0.61 -1.99 -4.17 0.23
H 0.28 -0.50 -4.39 0.24
H -1.61 -1.87 -1.28 0.23
H 2.69 0.92 2.09 0.25
H 2.20 -0.19 3.20 0.25
H 1.70 2.14 3.87 0.21
H 0.79 2.35 2.38 0.22
H 0.26 1.03 3.67 0.21
```

***

ORCA calculation (ωB97M-V/def2-TZVPD) on C48H57AsCl2CsFN6O2S as an isolated structure at a distorted geometry.

The total energy comes out at -6016.55170 hartree. The value obtained for the LUMO energy is 3.3 eV. Its largest force on an atom is 2.120 eV/A. The total charge is -2. As for the energy above the lowest of the compared OMol25 structures with the same formula, charge and spin: 8.83 kcal per mole.

Geometry as XYZ:
```
119
Properties=species:S:1:pos:R:3:lowdin_charge:R:1
Cs -1.05 0.54 0.26 0.91
C 5.52 -5.11 1.16 -0.05
C 4.15 -5.69 0.78 -0.56
C 3.60 -6.45 1.99 -0.07
C 4.32 -6.68 -0.38 -0.05
C 3.23 -4.55 0.35 -0.16
C 2.05 -4.24 1.01 0.01
C 1.28 -3.17 0.56 -0.11
N 1.61 -2.41 -0.48 0.14
C 2.75 -2.70 -1.11 -0.20
C 3.57 -3.76 -0.74 0.02
C 3.13 -1.75 -2.21 -0.22
C 4.46 -1.44 -2.46 0.01
C 4.78 -0.40 -3.34 -0.17
C 3.72 0.25 -3.95 -0.01
C 2.42 -0.16 -3.67 -0.11
N 2.12 -1.14 -2.83 0.13
C 6.23 -0.01 -3.56 -0.55
C 6.35 1.27 -4.40 -0.07
C 6.95 -1.15 -4.29 -0.05
C 6.91 0.25 -2.21 -0.05
H 6.19 -5.90 1.49 0.08
H 5.42 -4.38 1.97 0.09
H 5.98 -4.60 0.31 0.08
H 4.28 -7.26 2.25 0.08
H 2.62 -6.88 1.78 0.09
H 3.50 -5.80 2.86 0.09
H 4.98 -7.50 -0.08 0.08
H 4.75 -6.20 -1.26 0.07
H 3.35 -7.10 -0.67 0.09
H 1.72 -4.78 1.88 0.09
H 0.36 -2.91 1.07 0.09
H 4.47 -3.96 -1.31 0.11
H 5.24 -1.94 -1.91 0.11
H 3.87 1.10 -4.60 0.10
H 1.57 0.36 -4.12 0.11
H 5.93 1.13 -5.40 0.08
H 7.40 1.53 -4.51 0.08
H 5.83 2.10 -3.93 0.08
H 6.50 -1.34 -5.27 0.09
H 6.90 -2.08 -3.71 0.08
H 8.01 -0.90 -4.44 0.08
H 6.36 0.99 -1.63 0.07
H 7.93 0.61 -2.37 0.08
H 6.98 -0.66 -1.61 0.08
C 2.18 4.96 -2.11 -0.03
C 1.84 3.49 -2.09 -0.29
N 2.71 2.56 -1.99 0.03
O 4.05 3.02 -1.90 -0.11
C 0.41 3.11 -2.17 -0.33
C -0.62 4.15 -2.48 -0.06
N 0.11 1.87 -1.97 -0.19
O -1.17 1.54 -2.01 -0.61
H 3.21 5.12 -1.82 0.06
H 1.52 5.51 -1.45 0.08
H 2.04 5.36 -3.12 0.08
H 4.45 2.24 -1.46 0.03
H -0.81 4.81 -1.63 0.08
H -1.55 3.64 -2.71 0.06
H -0.33 4.78 -3.33 0.07
S -3.07 1.02 2.66 0.37
C -4.62 0.30 2.96 -0.78
C -5.72 1.02 3.47 -0.14
C -6.93 0.40 3.73 -0.13
C -7.10 -0.97 3.49 -0.14
C -6.03 -1.70 2.99 -0.12
C -4.81 -1.08 2.73 -0.42
As -3.28 -1.94 1.88 1.23
C -2.15 -2.42 3.41 -0.40
C -1.26 -3.48 3.26 -0.15
C -0.35 -3.80 4.26 -0.10
C -0.32 -3.05 5.43 -0.10
C -1.20 -1.99 5.59 -0.08
C -2.11 -1.68 4.59 -0.11
C -4.09 -3.75 1.67 -0.40
C -4.27 -4.66 2.71 -0.12
C -4.86 -5.89 2.49 -0.10
C -5.28 -6.24 1.21 -0.12
C -5.11 -5.35 0.16 -0.10
C -4.51 -4.11 0.40 -0.13
H -5.60 2.08 3.65 0.09
H -7.76 0.98 4.11 0.09
H -8.05 -1.45 3.70 0.08
H -6.16 -2.76 2.80 0.08
H -1.28 -4.08 2.35 0.09
H 0.33 -4.63 4.12 0.09
H 0.41 -3.28 6.20 0.09
H -1.16 -1.38 6.48 0.10
H -2.77 -0.83 4.70 0.07
H -3.95 -4.39 3.71 0.10
H -5.00 -6.58 3.31 0.09
H -5.74 -7.21 1.03 0.09
H -5.42 -5.61 -0.84 0.09
H -4.37 -3.43 -0.43 0.07
Cl -1.69 -2.41 -1.35 0.47
C -1.07 -1.51 -2.76 -1.00
Cl -1.79 -2.12 -4.27 0.46
H 0.00 -1.65 -2.80 -0.02
H -1.34 -0.46 -2.63 -0.02
N 3.91 1.26 1.20 -0.03
N 4.22 0.82 -0.12 -0.08
H 3.03 0.86 1.52 0.02
H 3.77 2.26 1.16 0.06
H 3.37 0.69 -0.67 0.06
H 4.68 -0.08 -0.04 0.06
F 1.45 5.57 5.54 -0.05
C 1.38 4.30 4.99 -0.33
C 2.52 3.70 4.49 -0.08
C 2.45 2.43 3.94 -0.10
C 1.23 1.68 3.86 -0.38
C 1.16 0.40 3.29 -0.12
C 0.09 2.36 4.41 -0.08
C 0.17 3.63 4.95 -0.07
H 3.46 4.23 4.53 0.09
H 3.37 1.98 3.57 0.07
H 0.26 -0.20 3.36 -0.01
H 2.07 -0.09 2.98 -0.01
H -0.87 1.86 4.36 0.05
H -0.73 4.11 5.34 0.10
```

***

ORCA calculation (ωB97M-V/def2-TZVPD) on a 3-piece molecular cluster, C4H13NO2S overall at a distorted geometry.

The total energy comes out at -763.53432 hartree. The value obtained for the LUMO energy is -0.7 eV. Its largest force on an atom is 5.099 eV/A. As for the energy above the lowest of the compared OMol25 structures with the same formula, charge and spin: 55.18 kcal per mole.

Geometry as XYZ:
```
21
Properties=species:S:1:pos:R:3:nbo_charge:R:1
C 1.22 -0.92 -0.20 -0.63
C 0.69 0.52 0.02 -0.07
C 0.83 1.39 -1.24 -0.49
S 2.68 1.70 -1.51 -0.07
N -0.70 0.63 0.45 -0.67
C -1.01 0.21 1.82 0.10
O -0.81 -1.14 2.08 -0.73
H 0.58 -1.45 -0.90 0.19
H 2.23 -0.77 -0.59 0.23
H 1.24 -1.41 0.76 0.24
H 1.36 0.94 0.79 0.17
H 0.23 2.31 -1.21 0.21
H 0.51 0.91 -2.15 0.21
H 2.26 0.49 -2.87 0.14
H -1.00 1.59 0.32 0.37
H -2.02 0.57 2.06 0.17
H -0.25 0.70 2.46 0.14
H -1.51 -1.67 1.66 0.50
H -1.58 -1.00 -0.44 0.50
H -2.62 -1.97 -1.07 0.47
O -2.31 -1.61 -0.23 -0.99
```

***

ORCA calculation (ωB97M-V/def2-TZVPD) on C22H30Cl3N3O3V as an isolated structure at a distorted geometry.

The total energy comes out at -3570.84664 hartree. As for the expectation value of S²: 2.04. The value obtained for the LUMO energy (alpha / beta) is 2.5 / 2.5 eV. Its largest force on an atom is 4.489 eV/A. The total charge is -1. The multiplicity is 3. As for the energy above the lowest of the compared OMol25 structures with the same formula, charge and spin: 0.00 kcal per mole.

Geometry as XYZ:
```
62
Properties=species:S:1:pos:R:3:nbo_charge:R:1
O 0.17 -1.06 -1.37 -0.70
V 0.00 -0.11 -0.11 1.63
C -0.28 -3.93 0.02 -0.62
C 0.24 -3.29 1.30 0.12
C 1.73 -3.54 1.69 -0.63
O 0.00 -1.88 1.25 -0.92
H -1.36 -3.82 -0.06 0.20
H -0.05 -4.99 0.10 0.18
H 0.28 -3.65 -0.88 0.22
H -0.33 -3.61 2.16 0.13
H 2.04 -4.59 1.75 0.18
H 1.86 -3.16 2.70 0.20
H 2.42 -3.00 1.05 0.20
C -0.44 1.04 -3.74 -0.63
C -0.38 2.17 -2.68 0.13
C -1.59 3.05 -2.69 -0.62
O -0.05 1.77 -1.38 -0.91
H -1.39 0.52 -3.58 0.18
H 0.28 0.24 -3.54 0.23
H -0.43 1.53 -4.71 0.19
H 0.46 2.76 -3.05 0.11
H -2.47 2.48 -2.38 0.19
H -1.78 3.44 -3.69 0.18
H -1.43 3.89 -2.02 0.21
N 2.26 -0.07 0.21 -0.46
C 2.92 -0.20 1.45 0.09
C 4.29 -0.01 1.64 -0.27
C 5.12 0.27 0.60 -0.16
C 4.56 0.45 -0.66 -0.29
C 3.19 0.19 -0.83 0.12
H 2.29 -0.47 2.29 0.24
H 4.79 -0.17 2.59 0.21
H 6.17 0.36 0.82 0.21
H 5.20 0.71 -1.49 0.22
H 2.68 0.27 -1.78 0.21
N 0.07 1.41 1.78 -0.65
C 0.95 2.53 1.75 -0.06
C 0.92 3.50 2.75 -0.25
C 0.10 3.30 3.89 -0.35
C -0.76 2.21 3.91 -0.29
C -0.71 1.26 2.88 -0.02
H 1.55 2.68 0.86 0.20
H 1.49 4.41 2.71 0.19
H 0.09 3.96 4.75 0.18
H -1.45 2.06 4.73 0.19
H -1.38 0.43 3.00 0.18
N -2.26 0.04 0.24 -0.46
C -2.79 1.31 0.17 0.08
C -4.07 1.68 0.54 -0.26
C -4.92 0.66 0.98 -0.16
C -4.46 -0.62 1.06 -0.28
C -3.13 -0.91 0.70 0.08
H -2.11 2.11 -0.10 0.25
H -4.28 2.74 0.55 0.22
H -5.92 0.89 1.34 0.21
H -5.13 -1.41 1.36 0.22
H -2.69 -1.90 0.71 0.23
C -0.03 -3.26 -4.44 -0.24
Cl 0.20 -4.68 -3.37 0.01
Cl 1.43 -2.14 -4.64 -0.02
Cl -1.28 -2.24 -3.66 0.04
H -0.40 -3.62 -5.39 0.22
```

***

ORCA calculation (ωB97M-V/def2-TZVPD) on a 2-piece molecular cluster, C3H12NO overall at a distorted geometry.

The total energy comes out at -251.15505 hartree. The value obtained for the LUMO energy is -3.5 eV. Its largest force on an atom is 6.549 eV/A. The total charge is +1. As for the energy above the lowest of the compared OMol25 structures with the same formula, charge and spin: 72.35 kcal per mole.

Geometry as XYZ:
```
17
Properties=species:S:1:pos:R:3:nbo_charge:R:1
C 0.19 1.04 -0.27 -0.22
C 0.60 2.23 -1.29 -0.64
N 0.34 -0.35 -0.88 -0.72
H 0.79 1.29 0.55 0.23
H -1.08 1.25 -0.11 0.24
H 0.15 3.15 -0.84 0.26
H 0.41 2.07 -2.30 0.22
H 1.19 -0.17 -1.42 0.45
H 0.34 -1.13 -0.15 0.48
H -0.50 -0.53 -1.55 0.46
H 1.76 2.38 -1.24 0.22
C -0.81 -2.18 1.46 -0.27
O -0.64 -0.74 1.43 -0.77
H -0.42 -0.44 2.41 0.51
H -1.57 -2.65 2.02 0.22
H 0.03 -2.76 1.72 0.19
H -0.77 -2.45 0.45 0.15
```

***

ORCA calculation (ωB97M-V/def2-TZVPD) on one molecule with the formula C4H3ClN2S at a distorted geometry.

The total energy comes out at -1122.06359 hartree. The SMILES is N#C[C@H](S)[C@@H](Cl)C#N. The value obtained for the LUMO energy is 0.0 eV. Its largest force on an atom is 2.685 eV/A. As for the energy above the lowest of the compared OMol25 structures with the same formula, charge and spin: 26.89 kcal per mole.

Geometry as XYZ:
```
11
Properties=species:S:1:pos:R:3:nbo_charge:R:1
N 0.02 2.94 0.33 -0.26
C -0.30 1.89 0.04 0.25
C -0.56 0.47 -0.32 -0.44
S -2.29 -0.10 -0.07 0.04
C 0.61 -0.35 0.37 -0.30
Cl 0.48 -2.11 0.10 0.01
C 1.91 0.20 -0.04 0.23
N 2.90 0.69 -0.37 -0.24
H -0.18 0.47 -1.40 0.27
H -2.22 -1.35 -0.64 0.16
H 0.48 -0.30 1.49 0.27
```

***

ORCA calculation (ωB97M-V/def2-TZVPD) on C37H32N4OPS3V as an isolated structure at a distorted geometry.

The total energy comes out at -4202.80067 hartree. The value obtained for the LUMO energy (alpha / beta) is -7.1 / -7.1 eV. Its largest force on an atom is 4.192 eV/A. The total charge is +2.

Geometry as XYZ:
```
79
Properties=species:S:1:pos:R:3:lowdin_charge:R:1
V 0.61 -1.19 0.05 0.73
C -1.09 -4.09 -2.97 0.02
C -0.60 -3.53 -1.69 -0.25
N 0.16 -2.53 -1.59 -0.04
N 0.85 -2.18 -2.82 -0.02
C 1.18 -0.95 -2.89 -1.07
S 0.74 0.19 -1.70 0.78
S 2.16 -0.54 -4.25 0.97
C 1.65 1.18 -4.66 -0.41
C 0.20 1.49 -5.01 -0.26
C -0.64 2.23 -4.14 -0.09
C -1.95 2.33 -4.45 -0.08
C -2.54 1.72 -5.59 -0.05
C -1.70 1.06 -6.48 -0.06
C -0.34 0.95 -6.20 -0.02
C -1.13 -4.04 -0.42 -0.06
C -1.91 -5.25 -0.38 -0.01
C -2.27 -5.87 0.78 -0.03
C -1.83 -5.34 2.05 0.01
C -1.12 -4.17 1.99 -0.02
C -0.75 -3.56 0.83 -0.32
O -0.19 -2.38 1.05 -0.18
H -0.84 -3.60 -3.86 0.07
H -2.15 -4.03 -2.75 0.10
H -0.92 -5.18 -3.15 0.13
H 2.33 1.28 -5.54 0.09
H 2.01 1.83 -3.90 0.05
H -0.16 2.74 -3.30 0.10
H -2.62 2.88 -3.80 0.09
H -3.56 1.87 -5.77 0.09
H -2.07 0.68 -7.42 0.11
H 0.28 0.35 -6.79 0.09
H -2.18 -5.73 -1.33 0.12
H -2.82 -6.78 0.76 0.11
H -2.14 -5.65 2.98 0.10
H -0.83 -3.65 2.92 0.14
N 0.50 0.09 1.10 -0.28
P 0.07 1.43 1.97 0.97
C -0.90 0.72 3.29 -0.32
C -0.25 -0.38 3.92 -0.07
C -0.77 -0.79 5.17 -0.06
C -1.79 -0.07 5.79 -0.06
C -2.45 0.95 5.10 -0.03
C -2.02 1.34 3.81 -0.05
C -0.94 2.51 0.92 -0.29
C -0.46 3.80 0.68 -0.06
C -1.11 4.63 -0.20 -0.08
C -2.19 4.17 -0.85 -0.06
C -2.77 2.91 -0.56 -0.04
C -2.15 2.07 0.36 -0.07
C 1.54 2.26 2.61 -0.30
C 2.72 2.15 1.89 -0.07
C 3.86 2.76 2.41 -0.08
C 3.83 3.46 3.56 -0.03
C 2.59 3.65 4.25 -0.03
C 1.46 3.10 3.75 -0.07
H 0.52 -0.93 3.35 0.10
H -0.13 -1.59 5.76 0.15
H -2.19 -0.42 6.72 0.11
H -3.34 1.42 5.45 0.11
H -2.54 2.08 3.27 0.10
H 0.43 4.19 1.18 0.12
H -0.77 5.66 -0.45 0.14
H -2.60 4.81 -1.64 0.13
H -3.68 2.64 -1.02 0.11
H -2.67 1.16 0.65 0.12
H 2.73 1.50 0.96 0.11
H 4.79 2.60 1.85 0.12
H 4.74 3.91 3.92 0.12
H 2.52 4.18 5.20 0.12
H 0.53 3.15 4.29 0.11
S 4.47 -3.35 0.72 1.16
C 4.74 -1.86 -0.13 -0.27
C 3.51 -1.33 -0.33 -0.22
N 2.45 -2.04 0.17 -0.13
C 2.83 -3.19 0.75 -0.39
H 5.69 -1.54 -0.50 0.09
H 3.21 -0.49 -0.87 0.06
H 2.19 -3.87 1.18 0.07
```

***

ORCA calculation (ωB97M-V/def2-TZVPD) on C12H12S4SbW as an isolated structure.

The total energy comes out at -2364.34564 hartree. The value obtained for the LUMO energy is -5.0 eV. Its largest force on an atom is 0.488 eV/A. The total charge is +1. As for the energy above the lowest of the compared OMol25 structures with the same formula, charge and spin: 0.00 kcal per mole.

Geometry as XYZ:
```
30
Properties=species:S:1:pos:R:3:nbo_charge:R:1
W 0.86 0.13 -0.04 0.76
C 2.93 0.05 -1.18 -0.22
C 1.88 0.01 -2.13 -0.26
C 1.20 -1.24 -1.99 -0.28
C 1.80 -1.93 -0.93 -0.23
C 2.85 -1.13 -0.40 -0.27
H 3.63 0.85 -1.05 0.29
H 1.65 0.79 -2.84 0.30
H 0.36 -1.56 -2.58 0.28
H 1.51 -2.91 -0.57 0.27
H 3.48 -1.39 0.44 0.28
S 1.76 3.76 -2.36 -0.57
Sb 0.04 3.43 -1.05 1.39
S -0.91 1.24 -1.24 -0.47
S 1.75 1.68 1.09 0.09
S -1.06 4.58 0.44 -0.53
C 0.49 -1.25 1.59 -0.59
C -0.87 -0.75 1.35 -0.20
C -1.37 0.39 2.02 -0.12
C -2.62 0.88 1.70 -0.19
C -3.38 0.26 0.72 -0.11
C -2.92 -0.88 0.07 -0.22
C -1.67 -1.38 0.37 -0.09
H 0.62 -2.29 1.35 0.23
H 0.96 -0.95 2.51 0.26
H -0.77 0.86 2.79 0.24
H -3.00 1.76 2.21 0.25
H -4.35 0.66 0.47 0.24
H -3.55 -1.37 -0.67 0.24
H -1.31 -2.29 -0.09 0.22
```